[1]
Entry from the Open Molecules 2025 dataset: 6 unconnected molecules or ions with the total composition C38H54N2O15S at a distorted geometry (ωB97M-V with the def2-TZVPD basis set).

Last column: Mulliken charge in e.
Element x y z (Å)
C  -6.5996  0.2174  5.1392  -0.310
C  -6.5880  0.6363  3.8793  -0.629
C  -6.0074  1.2502  2.4999  0.541
C  -4.7115  0.6453  1.8002  -0.339
C  -4.1451  1.2987  0.4618  -0.309
C  -2.8099  0.7271  -0.2428  -0.211
C  -1.6028  0.8691  0.8514  0.539
C  -1.6684  2.0051  1.9354  -0.161
C  -0.5097  2.1143  3.0376  -0.630
C  0.6588  1.0460  2.9596  -0.429
C  0.7405  -0.0632  1.8437  -0.548
C  -0.4065  -0.1939  0.7361  0.228
C  -0.3668  -1.3355  -0.4367  -0.739
C  -4.8790  2.5647  -0.2012  0.179
N  -4.2658  3.1148  -1.3969  -0.341
C  -5.0134  4.2274  -1.9270  -0.296
C  -6.3330  4.7694  -1.2650  -0.197
N  -6.9498  4.2836  -0.0535  -0.375
C  -6.1737  3.1618  0.4463  0.441
C  -6.7014  2.4690  1.7982  0.030
S  -8.2331  3.1946  2.6125  -0.207
H  -6.6179  -0.4405  6.0942  0.342
H  -4.1243  -0.2516  2.2382  0.303
H  -2.5517  1.2277  -1.2450  0.278
H  -2.9842  -0.4024  -0.4452  0.198
H  -2.5007  2.7950  2.0170  0.307
H  -0.5469  2.9381  3.8574  0.288
H  1.4776  1.1240  3.7719  0.283
H  1.6266  -0.8055  1.8179  0.259
H  0.0113  -0.7824  -1.3925  0.203
H  -1.4063  -1.7516  -0.6933  0.264
H  0.4045  -2.1575  -0.2098  0.217
H  -4.6273  4.7403  -2.8847  0.341
H  -6.8683  5.6522  -1.8027  0.307
H  -9.3109  2.6099  1.9262  0.177
C  3.9960  -7.8510  -0.0576  -1.033
C  2.6597  -7.1370  0.0360  -0.114
O  2.8137  -5.8262  0.5939  -0.344
C  3.3201  -4.8975  -0.2378  0.733
O  3.6469  -5.0697  -1.3901  -0.552
O  3.4325  -3.7411  0.4469  -0.328
C  4.0607  -2.6935  -0.2911  -0.708
H  4.4930  -7.8647  0.9164  0.301
H  3.8618  -8.8788  -0.4026  0.277
H  4.6711  -7.3432  -0.7509  0.321
H  2.0027  -7.6906  0.7120  0.263
H  2.1566  -7.0891  -0.9347  0.289
H  3.5631  -2.5273  -1.2496  0.323
H  5.1175  -2.9279  -0.4397  0.393
H  3.9877  -1.7759  0.2958  0.189
C  4.5135  3.2684  -2.5509  -0.838
C  3.8867  2.2373  -1.6304  -0.227
O  2.7143  2.7573  -0.9935  -0.355
C  1.6146  2.8226  -1.7670  0.726
O  1.5337  2.4850  -2.9272  -0.580
O  0.6209  3.3614  -1.0343  -0.319
C  -0.5804  3.5882  -1.7705  -0.624
H  4.7083  4.1984  -2.0098  0.320
H  5.4525  2.8959  -2.9661  0.071
H  3.8479  3.5181  -3.3810  0.371
H  4.5928  1.9904  -0.8329  0.320
H  3.6597  1.3064  -2.1596  0.297
H  -0.9189  2.6773  -2.2701  0.256
H  -0.4250  4.3912  -2.4954  0.437
H  -1.3532  3.9017  -1.0662  0.144
C  -1.3691  -12.0000  -1.5424  -1.074
C  -1.2139  -12.3484  -0.0732  -0.159
O  -0.0660  -13.1772  0.1431  -0.363
C  1.1214  -12.5448  0.1063  0.774
O  1.2977  -11.3630  -0.0876  -0.547
O  2.0895  -13.4641  0.2903  -0.332
C  3.4117  -12.9413  0.1659  -0.599
H  -1.3863  -12.9075  -2.1523  0.298
H  -2.2921  -11.4406  -1.7114  0.355
H  -0.5322  -11.3942  -1.8983  0.288
H  -2.0829  -12.9258  0.2536  0.289
H  -1.1684  -11.4521  0.5532  0.293
H  3.5637  -12.0829  0.8247  0.272
H  3.6062  -12.6687  -0.8742  0.287
H  4.1124  -13.7263  0.4558  0.219
C  11.4642  3.3062  -0.7790  -1.094
C  10.2229  2.4574  -0.5724  -0.187
O  9.1068  2.9891  -1.2957  -0.339
C  9.1139  2.7620  -2.6225  0.742
O  9.9615  2.1597  -3.2413  -0.553
O  8.0244  3.3531  -3.1526  -0.298
C  7.9652  3.2810  -4.5771  -0.714
H  11.2610  4.3509  -0.5278  0.291
H  12.2871  2.9448  -0.1580  0.357
H  11.7896  3.2881  -1.8220  0.310
H  9.9471  2.4744  0.4855  0.290
H  10.3975  1.4115  -0.8432  0.310
H  8.0544  2.2499  -4.9273  0.331
H  8.7487  3.9056  -5.0127  0.335
H  6.9955  3.6697  -4.8935  0.218
C  -6.3655  6.9926  2.4749  -1.077
C  -7.8355  6.7251  2.2074  0.415
O  -8.6624  7.7210  2.8238  -0.404
C  -8.7032  8.9104  2.1966  0.747
O  -8.1170  9.2045  1.1788  -0.562
O  -9.4886  9.7359  2.9179  -0.347
C  -9.5322  11.0717  2.4183  -0.627
H  -6.1813  7.0847  3.5489  0.329
H  -5.7472  6.1848  2.0760  0.247
H  -6.0413  7.9299  2.0158  0.323
H  -8.1135  5.7664  2.6534  -0.144
H  -8.0462  6.6549  1.1360  0.286
H  -9.8154  11.0928  1.3632  0.288
H  -8.5637  11.5552  2.5675  0.289
H  -10.2850  11.6195  2.9880  0.223

The value obtained for the LUMO energy is -0.0527 Ha. Its SMILES is C#Cc1cc(Cc2ccccc2C)c2nccnc2c1S.CCOC(=O)OC.CCOC(=O)OC.CCOC(=O)OC.CCOC(=O)OC.CCOC(=O)OC. The HOMO-LUMO gap is 0.2542 Ha.

=====

[2]
Entry from the Open Molecules 2025 dataset: a molecular structure, C22H22MoN5OS8 (ωB97M-V with the def2-TZVPD basis set).

Last column: Mulliken charge in e.
Element x y z (Å)
Mo  0.8440  1.2099  -1.1446  0.419
C  0.2200  -1.2200  2.5672  -1.795
C  0.7926  -0.6447  1.3070  0.919
N  0.0620  -0.2411  0.3248  0.749
N  -1.3030  -0.5598  0.3926  -0.853
C  -1.9020  -0.3318  -0.7157  0.321
S  -1.2150  0.3242  -2.1644  -0.410
S  -3.6408  -0.6445  -0.8366  -0.108
C  -3.9101  -1.8842  0.4505  -1.071
C  -3.5099  -3.2757  0.0536  0.591
C  -4.2576  -3.9794  -0.8851  -0.387
C  -3.8938  -5.2585  -1.2655  -0.594
C  -2.7675  -5.8543  -0.7132  -0.332
C  -2.0169  -5.1618  0.2217  -0.737
C  -2.3888  -3.8805  0.6030  0.080
C  2.2496  -0.5439  1.2009  0.367
C  3.0679  -0.6180  2.3411  -0.411
C  4.4338  -0.7238  2.2284  -0.919
C  5.0015  -0.8163  0.9503  -0.311
C  4.2234  -0.7513  -0.1784  -0.509
C  2.8368  -0.5533  -0.0758  0.798
O  2.1122  -0.3998  -1.1648  -1.074
H  -0.8523  -1.3545  2.5038  0.275
H  0.7145  -2.1546  2.8291  0.378
H  0.4269  -0.5032  3.3657  0.426
H  -3.3976  -1.5616  1.3553  0.326
H  -4.9855  -1.8418  0.6349  0.514
H  -5.1262  -3.5121  -1.3310  0.361
H  -4.4846  -5.7903  -1.9987  0.364
H  -2.4751  -6.8495  -1.0175  0.373
H  -1.1323  -5.6118  0.6492  0.379
H  -1.7970  -3.3351  1.3201  0.217
H  2.6182  -0.5708  3.3219  0.342
H  5.0568  -0.7347  3.1101  0.422
H  6.0743  -0.9164  0.8487  0.374
H  4.6547  -0.7852  -1.1681  0.446
N  -2.4630  2.9990  -0.7513  -0.188
C  -2.0752  4.0590  -1.6586  -0.769
C  -0.9775  3.6450  -2.6085  -0.633
N  0.2658  3.3166  -1.9076  -0.316
H  -2.8320  2.1882  -1.2367  0.001
H  -3.1405  3.3219  -0.0735  0.180
H  -1.7138  4.8970  -1.0519  0.387
H  -2.8922  4.4549  -2.2873  0.393
H  -0.8062  4.4843  -3.2949  0.350
H  -1.2683  2.7832  -3.2144  0.294
H  0.3981  3.9058  -1.0780  0.281
H  1.0690  3.4864  -2.5165  0.414
S  4.1598  3.5641  4.9783  -0.299
C  3.3795  3.2825  3.5402  0.075
S  1.6792  3.0598  3.4048  -0.084
C  1.5964  2.8152  1.6818  0.198
C  2.7777  2.8397  1.0328  0.258
S  2.9687  2.4909  -0.6710  -0.326
S  4.1762  3.1304  2.0296  -0.063
S  0.0385  2.5424  0.9204  -0.421
S  2.1266  1.4741  -5.8084  -0.440
C  1.7377  1.3310  -4.2429  0.320
N  1.4622  1.2587  -3.1065  -0.538

As for the charge: -1. The value obtained for the LUMO energy (spin up / spin down) is 0.0803 / 0.0734 Ha. The spin multiplicity is 3. The HOMO-LUMO gap (spin up / spin down) is 0.2411 / 0.2355 Ha.

=====

[3]
Entry from the Open Molecules 2025 dataset: C5H8N2S in the gas phase at a distorted geometry (ωB97M-V with the def2-TZVPD basis set).

Last column: Mulliken charge in e.
Element x y z (Å)
C  2.7282  -0.9824  0.1046  0.484
C  -0.2464  0.3134  -0.9166  -0.407
C  1.0611  1.1207  -1.1069  -0.729
C  1.9978  -0.1718  0.9602  -0.541
C  -0.9697  -0.9558  0.9669  -0.909
N  3.3430  -1.5870  -0.6589  -0.442
N  -0.0858  -0.8547  -0.1408  -0.311
S  1.7097  1.4714  0.5428  -0.068
H  -1.0173  0.9972  -0.5211  0.364
H  -0.5281  0.0051  -1.9320  0.331
H  1.8021  0.5369  -1.6496  0.345
H  0.8562  2.0607  -1.6133  0.417
H  1.9006  -0.4342  2.0002  0.462
H  -1.9860  -1.1392  0.5931  0.356
H  -0.6757  -1.8012  1.5871  0.304
H  -1.0235  -0.0393  1.5754  0.345

The value obtained for the LUMO energy (spin up / spin down) is -0.0333 / -0.0136 Ha. The HOMO-LUMO gap (spin up / spin down) is 0.3085 / 0.2920 Ha.

=====

[4]
Entry from the Open Molecules 2025 dataset: 2 unconnected molecules or ions with the total composition C5H14 at a distorted geometry (ωB97M-V with the def2-TZVPD basis set).

Last column: Mulliken charge in e.
Element x y z (Å)
C  -1.0762  -0.0298  -1.8727  -0.261
C  0.1962  0.6092  -2.6016  -1.025
C  -1.6841  1.0375  -0.9772  -1.052
H  -1.7210  0.0513  -2.8265  0.203
H  -1.0047  -1.1078  -1.7704  0.382
H  0.5218  -0.0864  -3.4442  0.304
H  -2.7788  0.9402  -0.6155  0.294
H  -1.2009  1.2767  -0.0777  0.302
H  0.9863  0.7061  -1.9018  0.293
H  -0.0200  1.5898  -3.2224  0.285
H  -1.7142  2.0538  -1.4803  0.274
C  1.0368  -0.5895  3.2535  -0.797
C  1.3310  -1.2714  1.9271  -0.676
H  2.0154  -0.2700  3.7813  0.222
H  0.4943  0.3135  2.9057  0.212
H  0.5722  -1.2056  3.9798  0.309
H  0.3234  -1.7613  1.6916  0.204
H  2.2145  -1.7885  2.0015  0.372
H  1.5081  -0.4677  1.2496  0.152

The value obtained for the LUMO energy is 0.0381 Ha. Its SMILES is CCC.CC. The HOMO-LUMO gap is 0.4330 Ha.

=====

What is the formula in the fourth record? C5H14